1.
177
Properties=species:S:1:pos:R:3:forces:R:3:lowdin_charge:R:1 method="wB97M-V/def2-TZVPD" homo_energy_ev=-9.15 lumo_energy_ev=0.085 de_lowest_ev=0.000
H 1.57403 3.54059 -2.59595 0.045 -0.086 -0.140 0.06
H -1.76087 -0.38401 2.77372 0.215 0.104 0.132 0.06
C -2.67753 -0.24809 4.76481 -0.724 -2.029 0.320 -0.46
H 1.88533 -3.21880 0.07881 -0.174 -0.271 -0.201 0.07
H 5.66731 -1.19930 -1.97714 0.045 0.326 -0.182 0.09
H 3.94416 -1.52172 -2.05629 -0.061 -0.021 -0.187 0.08
H -2.63365 0.95887 -5.98314 0.711 0.298 -0.367 0.08
C 0.53659 0.10064 -5.76555 -0.369 -0.722 -0.596 -0.04
H 0.02490 2.98616 4.45810 -0.165 0.545 -0.081 0.01
H 4.07813 3.64618 2.15832 -0.424 -0.054 -0.242 0.07
C -0.47397 -6.09128 1.35227 0.021 0.000 -0.371 -0.04
H 3.86894 2.70802 -1.68279 0.293 0.249 -0.556 -0.01
C -0.50102 -3.62829 6.09917 0.312 -1.016 -0.360 -0.49
H -0.41021 5.47757 -2.37248 -0.236 -0.180 -0.147 0.08
H -4.49246 2.91684 1.83374 -0.111 -0.494 0.411 0.05
H -1.67318 2.07112 -4.88494 0.013 -0.191 -0.070 0.07
H -2.97994 1.41092 -0.76261 0.051 0.729 0.459 0.06
O 0.08058 -3.70816 7.40274 0.348 0.402 -0.123 -0.05
H -1.23532 -1.97449 -1.62995 -0.099 0.013 -0.100 0.07
H -0.37933 -7.05694 0.85563 0.170 -0.150 0.345 0.07
H 3.07688 1.91029 -3.81240 -0.018 -0.449 -1.056 0.12
H 0.33031 0.47633 0.32716 -0.097 0.515 -0.600 0.03
C 4.97742 -1.90993 -3.91949 2.652 1.028 0.159 -0.53
H 4.42631 3.14540 -5.79803 0.051 -0.326 -0.007 0.08
C 1.40182 -0.95879 -3.66565 -0.803 -0.561 0.265 -0.05
C 1.63268 3.46192 -3.68152 -0.158 -0.284 -1.125 -0.04
H -4.71535 -0.83307 0.38427 -0.087 -0.116 -0.144 0.09
O -3.98149 2.20017 -3.38376 -1.249 2.049 1.654 -0.07
O 2.54462 -1.25995 -5.77565 -1.382 0.348 0.236 -0.06
H -3.03304 -5.10908 0.24505 0.418 0.063 -0.146 0.06
H 2.47673 -5.93372 -3.03585 0.329 -0.257 -0.197 0.08
H 1.34921 -4.03463 -3.70193 0.057 0.076 0.062 0.06
H -0.73005 5.03449 5.49431 0.388 -0.144 0.177 0.12
H 0.83168 2.81451 -4.03835 -0.011 -0.340 0.212 0.06
H -4.75790 2.93081 0.18230 0.092 -0.423 -0.529 0.07
H -2.47363 -0.67920 -3.74394 0.356 -0.026 -0.219 0.09
C -1.75537 -4.49329 6.13517 0.165 0.384 0.167 -0.05
H -2.33715 1.06627 6.07577 0.177 0.195 0.159 0.11
H -0.91182 2.65000 -1.26612 -0.673 0.351 -0.215 -0.01
H -2.10908 -6.57403 2.71666 0.466 0.297 0.533 0.14
O 5.00971 2.28630 3.37927 1.405 0.374 0.797 -0.11
H 0.32393 4.74819 1.18400 -0.653 -0.607 -0.682 0.06
H 3.67789 -1.87911 1.08496 0.119 0.443 -0.139 -0.01
C -1.19850 5.81250 -1.69830 -0.283 -0.094 0.797 -0.03
H -2.45724 -1.89253 3.30366 -0.325 0.056 0.066 0.08
H 0.08753 -4.00316 4.09975 0.173 -0.160 -0.170 0.05
H -2.04013 0.69962 -2.71836 0.096 -0.173 0.215 0.09
H -2.23891 1.77877 0.95506 0.024 0.812 -0.655 0.08
H -1.32417 -6.03183 -1.66307 -0.126 0.462 -0.336 0.06
H -2.90685 -1.79047 -0.98227 0.017 0.350 -0.585 0.05
O -0.02736 -0.16608 0.94003 0.046 -0.318 0.212 -0.03
C -2.65444 1.75493 -5.23885 -0.692 -0.872 0.090 -0.03
H 0.62400 -2.00378 -5.41582 -0.032 -0.227 0.163 0.13
H -0.24104 -4.74825 -4.00774 -0.035 0.208 -0.142 0.09
C 0.54266 -4.13499 5.08138 -0.701 0.621 0.415 -0.03
C 1.23062 -1.13331 -5.16603 0.846 1.910 -0.439 -0.43
H -0.33690 1.58300 4.89643 -0.584 -0.547 0.122 0.01
H 2.90378 2.50121 -0.53493 -0.237 -0.041 0.293 -0.01
O 3.67625 -2.83859 1.05362 0.799 -0.843 -0.304 -0.14
H -0.15646 -5.34793 0.62104 -0.745 0.250 -0.455 0.06
C 0.75617 -5.62019 -2.33517 -1.345 -0.396 0.130 -0.49
H -1.28821 6.89642 -1.77023 -0.148 -0.031 -0.023 0.08
H -0.50015 0.13930 -5.43123 0.102 0.099 0.376 0.04
C -2.51947 5.09327 -1.86669 -0.660 -0.666 -2.377 -0.44
O 1.69145 -6.47384 -2.92096 0.983 -0.419 -0.692 -0.04
O -1.84000 0.66093 5.36154 1.745 2.263 0.261 -0.07
H -2.20349 7.31097 3.20929 -0.085 -0.300 -0.350 0.09
H -3.98971 -5.60762 1.57312 0.118 -0.364 0.298 0.08
H -0.68752 6.43337 2.72387 -0.045 0.269 -0.142 0.07
O 3.69414 2.13769 -0.93419 0.421 -0.858 0.222 -0.05
H -3.13658 6.37015 -3.52075 0.088 0.100 -0.164 0.07
H -2.38383 -1.37060 6.65989 0.376 0.099 -0.345 0.07
H -1.43602 -5.42051 6.61096 -0.349 -0.281 -0.291 0.09
O 2.58519 0.83918 3.71295 1.662 -0.429 -0.545 -0.16
H -3.66783 -1.98206 5.65503 -0.082 -0.143 -0.062 0.08
H 3.00660 -1.81669 -5.14461 0.341 -0.474 -0.263 0.01
H 2.02502 -0.11927 -3.35755 0.401 -0.174 -0.347 0.08
C -4.89860 2.28165 1.04654 -1.138 0.212 -0.093 -0.04
H 0.30465 -5.89343 2.08896 -0.182 -0.725 0.500 0.07
H -3.00262 3.24492 -2.22319 -0.266 -0.498 -0.365 0.04
C 4.91407 -1.83495 -2.44263 0.805 0.598 1.679 -0.05
C -1.40983 6.62977 3.51620 0.300 0.330 0.429 -0.03
H -0.01353 -3.64428 -2.61643 -0.046 0.114 -0.206 0.06
H 4.69976 2.13024 1.37426 -0.509 0.298 -0.211 0.04
C 2.26359 -0.44877 4.22653 -0.810 0.603 -0.147 -0.11
H 1.81392 -2.68903 1.76516 -0.656 -0.201 0.089 0.06
C -4.22849 0.93491 0.94168 1.965 0.924 -1.059 -0.47
C -3.07376 -5.85662 1.03729 0.203 -0.579 -0.944 -0.06
O -4.83498 0.05002 0.02729 -1.597 -0.461 -0.162 -0.04
C -1.90685 -1.01728 3.64880 -0.844 0.089 0.693 0.00
O -1.57227 -2.36350 0.39125 -0.126 -1.221 -0.548 -0.14
C -3.17498 -1.06420 5.97555 -0.584 -1.516 -0.507 -0.05
H -0.90519 -1.67427 0.43084 0.425 0.438 0.502 0.02
H 2.77611 2.79039 -6.33331 0.027 -0.090 0.082 0.08
H -0.91016 7.16112 4.32618 0.282 0.050 0.019 0.08
H 0.79350 -5.18440 5.23595 -0.125 -0.015 0.081 0.08
H -2.76576 3.41740 3.28292 0.119 0.115 0.370 0.08
H 1.49963 -0.80708 3.53655 -0.232 -0.802 0.398 0.06
H -1.58394 4.23035 2.26710 0.028 -0.112 -0.090 0.07
H 3.07973 -1.16969 4.27443 0.233 0.457 -0.172 0.10
H -2.65643 4.74230 -4.05040 0.058 -0.006 0.135 0.08
H 2.35545 4.52648 -0.02777 0.238 0.012 -0.319 0.11
H 4.74209 -0.95597 -4.39140 -0.669 -0.090 -0.021 0.14
H -0.78725 -6.98956 -3.06644 0.154 -0.090 0.109 0.09
H 5.14032 -2.81122 -2.01389 -0.131 -0.307 0.013 0.09
O -0.19279 2.19334 -0.82947 0.582 -0.787 0.199 -0.05
H 3.78149 0.32564 1.81476 -0.202 0.136 0.467 0.02
C -0.47889 -6.54714 -2.11920 0.368 1.040 0.915 -0.04
C 0.44654 -4.42034 -3.22812 -0.267 -0.519 0.280 -0.04
H 6.75047 -3.13980 -3.94295 0.420 0.073 -0.113 0.08
H 4.27058 -3.68147 -3.77449 0.024 -0.045 0.062 0.11
H -2.26072 -4.62228 5.17804 0.277 -0.168 -0.103 0.07
C -2.86786 0.17942 -3.20040 0.909 -1.006 -0.643 -0.05
H -3.25081 5.32930 -1.09369 0.125 0.543 0.169 0.13
H 1.85707 -0.25207 5.21858 -0.148 -0.710 0.149 0.09
C 1.11685 4.02010 1.35507 0.287 0.439 1.133 -0.12
C -2.41038 4.39539 2.95837 -0.447 0.391 -0.597 -0.04
H -0.59763 -3.47898 8.04236 -0.055 0.023 0.125 0.08
H -0.26447 -7.28061 -1.34193 0.343 -0.400 -0.497 0.06
H -3.90565 -0.57859 6.62238 -0.104 0.602 -0.308 0.08
H -2.63041 5.47015 4.85098 -0.904 0.427 -0.425 0.14
C 4.86396 2.89110 2.13729 -0.490 -0.269 -0.914 -0.17
O -0.94885 4.58184 4.67650 2.840 -1.127 1.414 -0.05
H 4.22366 0.34872 0.36707 -0.007 0.262 -0.585 0.03
O 0.38252 2.10173 4.53646 0.678 -0.017 -0.194 -0.03
H 5.72782 3.41574 1.72912 0.582 -0.068 0.856 0.08
H -5.97338 2.13638 1.15533 -0.124 0.265 0.325 0.08
O 3.91924 3.57931 -3.25596 1.073 0.996 0.414 -0.08
O -1.83352 -4.52123 2.47473 -0.034 -0.073 1.851 -0.09
H -2.31262 0.24203 0.31691 -0.077 -0.233 -0.141 0.05
H -0.91245 5.56406 -0.67627 0.492 0.178 0.107 0.06
H -3.54144 0.27504 4.35481 -0.151 -0.051 -0.466 0.12
H -4.14277 0.44537 1.91178 0.019 0.144 0.204 0.13
H 1.73192 -1.91440 -3.25827 0.379 0.277 0.307 0.05
H 1.65041 4.58402 2.12018 0.815 -0.372 0.128 0.09
H 0.81987 3.07166 1.80270 -0.434 0.234 -0.125 0.09
O 1.89918 3.71577 0.20923 -0.432 0.839 0.422 -0.15
H -0.96686 -1.43514 4.00926 0.155 0.365 0.103 0.07
H -3.18650 2.60939 -5.65708 0.040 -0.027 -0.025 0.08
H 0.44840 -0.74479 -3.18266 -0.330 -0.093 -0.077 0.07
H 1.45925 -3.54851 5.14467 0.000 0.038 0.013 0.07
C -1.99824 -2.39251 -0.97318 -0.799 0.630 0.536 -0.13
H -2.46506 -3.99594 6.79629 -0.214 -0.094 0.186 0.06
O -2.28024 3.69146 -1.77556 0.582 0.229 0.631 -0.10
H 4.65145 3.97348 -3.73566 0.080 -0.054 0.004 0.10
C -3.51749 1.14976 -4.14245 -0.069 -0.447 -0.546 -0.50
H 2.40317 -4.32943 1.43409 -0.368 -0.110 -0.266 0.08
H 1.83043 1.37743 3.96240 -0.486 0.728 0.138 0.01
C 2.36190 -3.30831 1.05501 0.247 0.489 0.723 -0.17
C 6.36526 -2.29308 -4.51109 -1.076 0.178 -0.057 -0.03
O 3.88653 -0.23536 1.04634 -0.070 0.085 0.091 -0.02
C -1.90490 5.31395 4.05265 -2.418 0.097 -0.753 -0.54
H 7.05729 -1.45771 -4.61762 0.108 -0.084 0.540 0.08
H 6.13338 -2.59486 -5.53249 0.181 -0.277 -0.035 0.08
H 0.48240 -0.04345 1.74087 0.224 -0.103 0.290 0.03
H -0.79112 -2.60660 5.85405 0.263 0.208 0.024 0.10
H -1.69292 -3.87509 1.77878 0.080 0.127 -0.614 0.04
H 4.26373 1.71913 3.58772 -0.533 -0.056 -0.113 0.03
O 4.07766 -2.87787 -4.26298 -1.859 -1.467 -1.450 -0.07
C -3.17699 5.30830 -3.27791 0.211 0.940 0.969 -0.04
H 1.20496 -5.26478 -1.40761 -0.424 0.081 0.464 0.12
H -4.23790 5.05829 -3.28554 0.076 -0.326 0.071 0.07
H 1.39670 4.40985 -4.16511 0.268 0.374 0.256 0.08
C -2.86802 1.17970 0.29669 0.704 -1.419 1.462 -0.06
H -4.43765 0.74263 -4.56155 0.234 -0.632 -0.682 0.14
C 3.01559 2.94661 -4.14460 -1.034 0.786 0.551 -0.44
H -3.13147 -6.83689 0.56418 -0.443 -0.095 -0.120 0.08
H 1.02241 1.06068 -5.59120 0.184 -0.181 0.306 0.06
C 3.37102 3.32647 -5.59386 -0.152 -0.525 0.426 -0.03
H -3.21274 4.86064 2.38577 -0.040 0.077 -0.023 0.08
H 0.34385 2.89242 -0.45592 0.302 0.134 -0.201 -0.02
H -3.50960 -0.29866 -2.46032 -0.349 0.632 0.081 0.07
H 3.22348 4.39327 -5.76202 -0.228 0.090 0.230 0.08
H -4.72000 1.81839 -2.90372 -0.223 0.400 0.513 0.11
H -2.33224 -3.35740 -1.35464 0.530 -0.422 0.426 0.07
H 0.43211 -0.01241 -6.84463 0.287 -0.050 -0.183 0.08
C -1.86147 -5.84286 1.94713 -0.066 1.487 -0.844 -0.45

=====

2.
11
Properties=species:S:1:pos:R:3:forces:R:3:nbo_charge:R:1 method="wB97M-V/def2-TZVPD" homo_energy_ev=-9.03 lumo_energy_ev=-1.214 de_lowest_ev=4.921
C 0.22234 0.24819 0.18294 -0.387 0.388 -2.510 0.29
H 1.83067 0.62008 -0.92307 1.685 0.631 -2.308 0.21
S 2.71836 0.26561 1.33475 -0.468 0.203 -1.283 0.13
H -2.33274 -0.18302 2.60511 0.732 1.725 -2.925 0.16
N -0.38920 0.36806 1.27869 0.579 -0.157 0.342 -0.57
C 1.70156 0.40957 0.07229 -1.092 -1.149 3.158 -0.30
H -1.41952 0.14162 -1.13599 -0.099 -0.466 -0.164 0.36
S -2.02235 0.54337 1.23834 -1.996 -1.711 3.018 0.18
H -0.08314 -1.80941 -1.45176 1.213 4.050 -2.410 0.45
O 0.18706 -0.84299 -2.00403 -2.128 -2.814 3.488 -0.55
N -0.41304 0.23893 -1.19726 1.961 -0.700 1.594 -0.36

=====

3.
12
Properties=species:S:1:pos:R:3:forces:R:3:nbo_charge:R:1 method="wB97M-V/def2-TZVPD" homo_energy_ev=-8.99 smiles=NCN.S lumo_energy_ev=0.710 de_lowest_ev=0.077
H 1.90373 2.19785 0.65431 0.018 0.050 0.087 0.14
H 0.83094 -0.68842 0.87271 0.056 -0.012 0.028 0.36
H -0.17103 -1.43101 -1.09157 0.051 0.007 -0.147 0.18
S 2.67311 1.52058 -0.20435 -0.101 -0.039 -0.034 -0.28
H -0.60227 0.94646 -0.64597 0.017 -0.103 0.071 0.34
C -0.80227 -1.08141 -0.27909 0.090 0.043 0.137 -0.06
H 1.74590 1.62995 -1.16543 0.071 -0.014 -0.063 0.14
H -1.65734 -1.75309 -0.23216 -0.033 -0.070 0.044 0.18
N -1.32060 0.23272 -0.62488 -0.214 0.078 -0.028 -0.85
H -0.53552 -0.87155 1.74379 -0.033 -0.035 0.016 0.34
H -2.04010 0.52509 0.02817 0.125 0.021 -0.065 0.35
N -0.02453 -1.22717 0.94447 -0.048 0.073 -0.045 -0.84

=====

4.
8
Properties=species:S:1:pos:R:3:forces:R:3:nbo_charge:R:1 method="wB97M-V/def2-TZVPD" homo_energy_ev="-8.75 / -8.60" lumo_energy_ev="-2.326 / -2.367" de_lowest_ev=6.631
C -0.50217 -0.14719 0.92613 0.841 -0.614 -0.915 -0.33
Cl -1.78816 -0.20343 -1.77051 0.268 -0.265 1.252 -0.04
C -0.49996 -0.23523 -0.51588 -0.265 1.058 -2.184 0.03
O 1.07948 0.47654 -2.03895 -0.617 -0.345 1.163 -0.32
N 0.68321 0.15075 -0.93143 1.322 0.125 0.026 0.11
H 1.71963 0.30376 1.42520 -1.087 -0.262 0.685 0.27
C 0.62381 0.14349 1.48202 2.138 0.991 -1.759 0.03
H -1.31585 -0.48870 1.42343 -2.600 -0.687 1.732 0.25

=====

5.
14
Properties=species:S:1:pos:R:3:forces:R:3:nbo_charge:R:1 method="wB97M-V/def2-TZVPD" homo_energy_ev="-12.69 / -12.69" total_charge=+1 smiles="S=CC1=NC[NH2+]C1" lumo_energy_ev="-5.293 / -5.293" de_lowest_ev=3.073
N -0.79085 -1.01182 -0.06997 0.518 -1.417 -0.473 -0.33
C -0.89084 0.22186 -0.08331 1.623 0.602 1.848 0.22
H -1.95718 1.93729 -0.17518 -1.480 -0.227 0.591 0.21
H 0.51041 1.38824 -1.00559 0.849 0.393 -0.650 0.25
H 2.11655 -0.33111 1.00801 -1.818 1.463 -2.252 0.47
C 0.50416 -1.44351 0.04647 1.655 -2.065 0.957 -0.05
H 2.22288 -0.23181 -0.73275 -1.899 0.662 1.932 0.46
N 1.50688 -0.12895 0.09584 1.798 -2.052 0.366 -0.60
H 0.59163 -1.96488 1.08367 0.319 0.633 -1.955 0.24
C 0.50412 0.98233 -0.01334 -1.423 -0.666 -0.937 -0.30
H 0.85653 -2.06811 -0.82315 -0.318 0.446 1.105 0.24
C -2.16161 0.86115 0.02046 -2.054 0.380 -1.586 -0.37
H 0.55262 1.82514 0.65277 0.328 -0.172 0.738 0.27
S -3.56530 -0.03582 -0.00395 1.902 2.020 0.315 0.29